[1]
# C2H4FNO3

A cluster of 2 separate species, C2H4FNO3 in total at a distorted geometry (ωB97M-V/def2-TZVPD, the Open Molecules 2025 dataset).

Each line ends with the Mulliken charge.
Geometry (Å):
H -1.6625 -1.2971 -0.4563  0.26
H -1.0634 0.2527 -1.0783  0.22
F -0.3903 1.5396 1.0226  -0.22
C -1.8189 -0.2043 -0.5362  -0.06
C 0.4084 0.4391 0.9885  -0.26
H 0.4545 -0.0592 1.9253  0.40
O 1.7427 -1.0419 0.0602  -0.51
O -2.7640 0.4446 -0.1997  -0.41
O 1.5114 0.9225 -0.9774  -0.66
H 2.4364 -1.2077 -0.7003  0.39
N 1.1458 0.2116 -0.0483  0.84

Summary:
ΔE to the lowest compared entry with this formula, charge and spin, kJ/mol: 288.4
Lowest unoccupied orbital energy, eV: 0.37
Multiplicity: 1
SMILES: [O-]/[N+](O)=C\F.C=O
HOMO, eV: -9.70
Kohn-Sham gap, eV: 10.1


[2]
# C15H40BBr4Cl2N2O8V2

A structure of composition C15H40BBr4Cl2N2O8V2 at a distorted geometry (ωB97M-V/def2-TZVPD, the Open Molecules 2025 dataset).

Each line ends with the Mulliken charge.
Geometry (Å):
Cl 0.8613 -2.7632 -4.8090  -0.17
O 0.6081 2.1343 -2.3965  -0.65
H -0.5603 0.2758 -0.6362  -1.29
C 2.5834 -3.4314 2.3034  -0.83
H -4.5629 -3.1766 -0.6129  0.48
H -3.3511 5.7459 2.7098  0.31
H -1.2354 2.1916 -5.7077  0.53
H -2.9101 -0.6677 -0.5286  -0.84
H 3.1284 -0.8243 1.3626  0.12
H 0.9096 -2.7090 -2.4248  -0.26
H -0.9172 -1.4750 -1.1013  -0.26
H 1.0113 -2.0570 -0.2746  -0.26
H -1.3275 0.5064 -3.7397  -0.24
O -2.3784 3.9310 2.8597  -0.34
H 1.9540 -2.8342 2.9731  0.31
O 1.3862 1.2645 0.6455  -0.27
H -2.9835 4.1928 0.8581  0.46
V 0.0358 -0.3668 1.4415  0.31
C 3.6173 2.3040 -0.0175  -0.44
H 2.8103 2.0312 1.9295  0.31
V 1.5806 1.1523 -1.6730  0.49
C 2.4041 2.2271 0.9275  -0.74
H -0.6036 -2.0950 -3.1477  -0.74
H 0.8452 -0.7409 -1.1833  -0.85
H -0.3404 -0.3149 -2.4622  -1.31
H -4.1180 2.0883 0.4838  0.41
C -2.1946 3.7449 1.4714  -1.11
O 0.7699 -0.4479 2.8752  -0.54
C -0.3528 1.7131 -5.2784  -0.60
H 0.1972 -0.0970 -4.3057  -0.08
B -0.2603 -0.5569 -1.3401  5.60
H 3.2453 -2.8823 4.6830  0.32
Br -3.4642 -1.5165 -2.8309  -0.13
C -2.5073 5.2741 3.2295  -0.81
C 3.3253 -1.6056 0.6350  -1.43
C 3.9105 -3.6187 4.2139  -0.73
H 0.5006 -3.2316 0.7408  0.23
H 2.1945 -4.4569 2.3258  0.42
H 4.2660 3.1172 0.3283  0.37
Br -1.7368 -0.7434 -5.8674  -0.15
H -2.5874 5.4111 4.3040  0.24
O 3.3481 2.4673 -1.4059  -0.79
H -4.0687 1.7641 2.1826  0.35
C 0.1522 -2.8699 -3.1817  1.36
H -1.6280 5.8349 2.8774  0.32
C -3.5236 1.5802 1.2575  -1.24
H -0.3982 2.0905 2.0713  0.07
C -0.7215 0.3845 -4.6352  0.18
H 3.2995 -1.2700 -0.4047  0.32
H 1.8439 3.1687 0.9718  0.34
H -2.7636 -3.0228 -0.2864  0.22
Br -4.2447 -2.3344 1.6666  -0.20
H 4.1842 1.3620 0.0193  0.20
H -3.4971 0.5301 0.9886  -0.18
H 2.6731 -3.7161 0.2246  0.35
N -1.2618 1.5249 2.1030  -0.32
H 4.9197 -3.3538 4.5330  0.27
H 3.6186 -4.6247 4.5309  0.27
C -3.7598 -1.2284 -0.9108  0.47
C -2.1616 2.2490 1.1654  1.24
Br 1.0767 1.4914 -6.5707  -0.20
H -1.5772 1.9005 3.0044  0.33
H -1.7326 2.1519 0.1636  -0.31
H -0.0389 2.5014 -4.5941  0.24
H 4.3885 -1.8758 0.6796  0.51
C -3.7503 -2.5769 -0.2138  -0.54
N 1.0886 -2.4022 0.6777  -0.17
H -4.7213 -0.7581 -0.7277  0.55
C 2.4922 -2.8651 0.8858  0.45
H -1.2270 4.1871 1.2051  0.45
O -1.3126 -1.2131 1.5729  -0.27
O 3.9100 -3.4325 2.8191  -0.33
O 2.2336 0.1211 -2.7413  -0.58
Cl -0.5934 -4.4582 -2.8919  -0.23

Summary:
Lowest unoccupied orbital energy, eV: 1.99
Multiplicity: 1
Net charge: -1
HOMO, eV: -5.64
Kohn-Sham gap, eV: 7.6


[3]
# C28H48BaBrN3P2S

A structure of composition C28H48BaBrN3P2S at a distorted geometry (ωB97M-V/def2-TZVPD, the Open Molecules 2025 dataset).

Each line ends with the Mulliken charge.
Geometry (Å):
H -1.5706 -1.6704 1.5885  0.27
H 6.5488 2.1942 0.2785  0.37
H -4.7048 -3.9111 -0.4054  0.41
H 0.1332 -1.9108 1.2528  -0.08
C -3.7051 4.4753 -2.4197  1.11
C -0.8875 1.0687 -2.6250  -0.70
H 3.7830 -2.2043 0.7658  0.20
C 4.1011 -1.2917 1.2949  0.65
H 1.5002 0.5888 5.6736  0.37
C -3.7737 3.8840 -3.7126  -0.28
C 4.4722 1.4872 0.2622  0.38
H -3.8163 -3.2556 0.9636  0.24
C -1.4972 0.3765 5.7458  -0.91
H -2.4069 0.3312 3.8586  0.30
H -0.3415 1.4721 -3.4777  0.50
C 5.5882 2.4447 -0.1887  -1.31
S -1.3153 2.1626 2.2572  -0.44
H 1.2223 1.9000 3.3327  0.14
H -3.1109 -0.4323 0.2199  0.58
H 4.2373 1.6250 1.3299  0.30
H 4.5419 -2.3722 3.1327  0.39
H -0.7814 -4.3723 -3.2325  0.38
C -0.8582 -2.3898 1.1437  0.11
H -0.2671 -2.7122 -3.6440  0.27
H 1.0805 -2.7495 -1.3675  0.12
H -0.4985 0.2244 6.1463  0.34
C 5.1225 -1.9284 -2.1243  -1.34
H 3.2519 -1.0292 -1.3770  -0.59
C -2.5514 -0.0553 -0.6546  -0.97
H -0.6000 3.7702 -2.2457  1.07
C -4.7630 5.3641 -2.0947  -0.62
H -4.9470 3.7045 -5.5206  0.38
C -3.8933 -3.2278 -0.1265  -1.09
N 0.6422 1.2885 3.8939  -0.06
H -2.9735 3.2608 -4.1142  0.33
C -0.0138 -3.6050 -3.0652  -1.17
Ba 0.3937 3.1021 0.1043  1.61
H -2.1475 -0.4554 6.0432  0.35
H 3.5581 1.6094 -0.3456  -0.19
C 1.3337 0.2390 4.6463  -1.04
H 3.1981 -0.7506 1.6217  -0.49
C -1.5685 -0.8660 -1.2801  0.48
H -1.9310 -4.0315 2.1064  0.32
H -2.2866 -4.6510 -0.3842  0.46
H -4.7918 5.8965 -1.1434  0.36
N -5.8345 5.0341 -4.2258  -0.51
P -1.1989 -2.5492 -0.6575  1.25
C -0.8988 -3.7115 1.9202  -1.45
H 5.3364 3.4758 0.0818  0.37
H -0.0444 -0.9007 -2.7768  0.16
H 5.0329 -2.8440 -1.5334  0.31
H 5.3538 -0.8018 3.0470  0.34
H -6.5762 6.3129 -2.7979  0.37
C -2.6156 -3.6874 -0.8259  -0.62
P 4.9967 -0.2477 0.0768  -0.23
H 5.9402 -2.1569 2.0743  0.44
C -2.7449 1.2581 -1.0985  -1.25
H -0.4030 -4.5276 1.3799  0.36
C 0.1672 -3.3317 -1.5639  -0.43
H -3.5916 1.8384 -0.7220  0.45
H -1.9102 1.3078 6.1616  0.30
C -2.6248 4.1946 -1.4781  -0.57
Br 1.1542 0.1035 0.0543  -0.41
H -0.4050 -3.6218 2.8993  0.38
H 0.7559 -0.6946 4.6494  0.38
C -5.7737 5.6144 -3.0273  -0.31
H -4.1853 -2.2109 -0.4169  0.27
H 2.3099 0.0707 4.1729  0.22
C -0.7910 -0.2791 -2.3003  -0.57
C -1.5605 3.3681 -1.8331  -1.31
H 0.2846 -4.3055 -1.0670  0.52
H 4.3606 0.1099 -2.1946  0.36
C -4.8630 4.1761 -4.5441  -0.41
C 5.0360 -1.6678 2.4558  -1.49
H -2.7096 4.6324 -0.4678  0.28
C -0.6603 1.2198 3.5583  0.39
H 5.7483 2.4094 -1.2727  0.33
H -2.7842 -3.8759 -1.8988  0.49
N -1.4659 0.3603 4.2630  -0.19
H 0.9297 -3.9871 -3.4647  0.41
H 6.1841 -1.6692 -2.1803  0.40
H 4.7829 -2.1548 -3.1383  0.39
C -1.7465 1.9138 -1.8848  0.61
C 4.3079 -0.7722 -1.5376  0.45

Summary:
Lowest unoccupied orbital energy, eV: -7.55
Multiplicity: 1
Net charge: +2
HOMO, eV: -11.49
Kohn-Sham gap, eV: 3.9


[4]
# C3H6N2O

The molecule C3H6N2O at a distorted geometry (ωB97M-V/def2-TZVPD, the Open Molecules 2025 dataset).

Each line ends with the Mulliken charge.
Geometry (Å):
H 2.1404 -1.7050 -0.3602  0.13
N 1.4918 -0.9120 -0.2699  -0.52
H -0.2769 1.1683 -0.9237  0.33
O 2.1097 -0.2326 0.8387  -0.18
H -0.8289 -0.2796 -1.5789  0.30
C -0.7024 -0.3007 0.6097  0.18
H 1.8052 1.1454 2.1434  0.36
H -2.0236 0.5537 -0.7350  0.32
C -0.9319 0.3925 -0.7526  -0.95
C 1.2578 0.4102 1.5460  0.09
N 0.0014 0.1605 1.6360  -0.40
H -1.4342 -1.0514 0.8393  0.34

Summary:
ΔE to the lowest compared entry with this formula, charge and spin, kJ/mol: 521.8
Lowest unoccupied orbital energy (spin up / spin down), eV: 0.37 / 0.37
Multiplicity: 1
HOMO (spin up / spin down), eV: -7.80 / -7.80
Kohn-Sham gap (spin up / spin down), eV: 8.2 / 8.2


[5]
# C5H10N2O

The molecule C5H10N2O at a distorted geometry (ωB97M-V/def2-TZVPD, the Open Molecules 2025 dataset).

Each line ends with the Mulliken charge.
Geometry (Å):
H 0.0889 0.9114 1.7133  0.34
O -2.4422 -0.1071 -0.2620  -0.56
H -0.0673 -1.0345 -1.4569  0.20
C -0.2047 -1.2316 -0.2250  -0.94
H -1.1073 2.3273 -0.6934  0.34
C 0.4832 1.1319 -0.2997  -0.07
H -1.5321 -0.7256 1.4705  0.34
C -0.4549 0.9108 0.8224  -0.43
N 1.1998 -0.8396 0.4770  -0.44
H 2.0745 0.0614 -1.2348  0.29
N -0.3026 2.3145 0.0398  -0.70
H -0.1844 -2.3184 0.0402  0.41
C -1.2794 -0.2177 0.5448  0.41
C 1.7101 0.2815 -0.1908  -0.46
H 2.7281 0.6015 0.3948  0.29
H 1.8533 -1.5542 0.3695  0.27
H -2.5329 -1.1493 -0.4683  0.38
H -0.0301 0.6375 -1.0413  0.34

Summary:
ΔE to the lowest compared entry with this formula, charge and spin, kJ/mol: 601.4
Lowest unoccupied orbital energy, eV: 0.67
Multiplicity: 1
SMILES: O[C@H]1CNC[C@@H]2N[C@H]21
HOMO, eV: -8.96
Kohn-Sham gap, eV: 9.6


[6]
# C5H6O2

The molecule C5H6O2 (ωB97M-V/def2-TZVPD, the Open Molecules 2025 dataset).

Each line ends with the Mulliken charge.
Geometry (Å):
H -2.2018 0.6729 -1.2388  0.34
C 1.9196 -0.9854 0.6016  0.66
C 1.6539 0.3925 0.0391  -0.28
O 2.8962 -1.3391 -0.0970  -0.55
H 0.2038 1.4611 -1.1965  0.30
H -0.5034 -0.4088 1.1320  0.46
C 0.3634 0.7273 -0.4085  -0.39
H 2.5137 1.0070 -0.2158  0.39
C -2.1020 0.1743 -0.2728  -1.12
H -2.4017 -0.8782 -0.3803  0.29
C -0.7083 0.1457 0.2181  0.24
H -2.7928 0.6088 0.4584  0.32
O 1.1596 -1.5782 1.3605  -0.66

Summary:
ΔE to the lowest compared entry with this formula, charge and spin, kJ/mol: 259.6
Lowest unoccupied orbital energy (spin up / spin down), eV: -2.05 / -2.05
Multiplicity: 1
HOMO (spin up / spin down), eV: -9.63 / -9.63
Kohn-Sham gap (spin up / spin down), eV: 7.6 / 7.6